[1]
{"formula": "C15H20N2O5PbS5", "method": "wB97M-V/def2-TZVPD", "species": ["Pb", "S", "S", "S", "S", "S", "O", "O", "O", "O", "O", "N", "N", "C", "C", "C", "C", "C", "C", "C", "C", "C", "C", "C", "C", "C", "C", "C", "H", "H", "H", "H", "H", "H", "H", "H", "H", "H", "H", "H", "H", "H", "H", "H", "H", "H", "H", "H"], "xyz": [[-0.2318, -0.3250, -0.1170], [2.5094, -0.4997, -0.9193], [-0.9816, 0.8016, 2.6143], [1.3395, -1.8856, 1.9537], [-1.4539, -3.3149, 0.5862], [0.7988, 2.5113, 0.2031], [0.6254, 1.8223, -4.0766], [0.8163, 0.8946, -2.0599], [-1.1606, -2.8263, 1.9639], [-4.8583, -0.8548, -0.6404], [-2.9399, -0.4416, 0.4085], [-1.8242, 0.4123, -1.9580], [-0.9957, -2.4580, -0.5321], [3.1412, 1.1727, -0.5044], [-2.1150, 1.2339, -4.1685], [-1.3205, 0.9371, -3.0600], [0.1322, 2.2344, 2.9790], [-3.6043, -0.4001, -0.6033], [-0.3268, -0.4999, 3.7205], [3.4969, -1.5713, 0.2156], [-3.4672, 0.9559, -4.1152], [2.4792, 1.9076, 0.6461], [0.2452, 3.2059, 1.8169], [1.1096, -0.9203, 3.5009], [0.1915, 1.2509, -3.0917], [-3.9926, 0.4085, -2.9527], [-3.1295, 0.1570, -1.8921], [3.1250, -1.4913, 1.6813], [-0.9832, -1.3473, 3.5131], [2.9865, 1.7236, -1.4304], [3.3367, -0.4979, 2.0740], [1.7848, -0.0637, 3.4664], [3.0714, 2.7899, 0.8992], [-5.0431, 0.1866, -2.8630], [1.4141, -1.5670, 4.3253], [-5.0973, -1.2389, 0.2189], [4.5523, -1.3318, 0.0833], [0.9227, 4.0169, 2.0877], [-0.2960, 2.7554, 3.8371], [-1.6366, 1.6719, -5.0307], [-0.4697, -0.1588, 4.7466], [1.1110, 1.8520, 3.2607], [-0.7292, 3.6308, 1.5767], [2.3891, 1.2702, 1.5215], [3.3164, -2.5727, -0.1718], [4.2096, 1.0629, -0.3159], [3.7020, -2.2228, 2.2490], [-4.1091, 1.1618, -4.9582]], "total_charge": 0, "e_above_lowest_kj_mol": 110.6, "e_homo_ev": -7.13, "homo_lumo_gap_ev": 6.95, "multiplicity": 1}

[2]
{"formula": "C6H12N5S", "method": "wB97M-V/def2-TZVPD", "species": ["S", "N", "N", "N", "N", "N", "C", "C", "C", "C", "C", "C", "H", "H", "H", "H", "H", "H", "H", "H", "H", "H", "H", "H"], "xyz": [[4.6953, -0.2700, 0.4563], [3.3674, -2.7006, -0.5584], [3.8645, 3.1953, 1.2465], [-0.4632, 0.2170, 0.1605], [2.3699, -0.7022, -0.8370], [2.3827, 0.5134, -0.4680], [-1.1916, 1.4765, -0.2098], [3.4535, -1.4407, -0.9218], [3.4898, 0.9555, 0.1675], [3.6442, 2.1928, 0.7238], [-1.1952, 2.5313, 0.9184], [-0.5637, -1.0417, -0.4808], [-2.2763, 1.2907, -0.4483], [-0.7404, 1.8553, -1.1634], [2.7794, -2.7957, 0.2032], [-1.0134, -1.7827, 0.1650], [-0.3792, 3.2951, 0.9233], [-2.0199, 3.2444, 0.6995], [-1.0781, -0.9503, -1.4746], [4.0349, -3.3883, -0.7884], [0.4707, -1.2080, -0.5840], [4.0134, -1.2915, -1.9765], [-0.0165, 0.1698, 1.0823], [-1.2726, 2.1362, 1.8822]], "total_charge": 1, "e_above_lowest_kj_mol": 334.4, "e_homo_ev": [-12.80, -11.83], "homo_lumo_gap_ev": [7.41, 5.14], "multiplicity": 1}

[3]
{"formula": "C7H5ClFN", "method": "wB97M-V/def2-TZVPD", "species": ["Cl", "F", "N", "C", "C", "C", "C", "C", "C", "C", "H", "H", "H", "H", "H"], "xyz": [[3.7696, 0.2911, 0.7377], [3.1329, -1.7123, -0.6585], [-3.5296, -2.4295, 0.3875], [-1.6884, 0.6541, 0.1444], [2.5954, -0.5483, -0.2177], [-2.7017, -1.6282, 0.4853], [-1.6279, -0.6163, 0.6052], [-0.4633, 1.4500, 0.0206], [0.8228, 1.1204, -0.2243], [1.3511, -0.2200, -0.5089], [-0.7330, -1.0909, 0.8383], [0.8882, -0.9097, -1.2284], [-2.6125, 1.1550, -0.2313], [1.4594, 1.9375, -0.2720], [-0.6629, 2.5471, 0.1222]], "total_charge": 0, "e_above_lowest_kj_mol": 0.0, "e_homo_ev": -9.26, "smiles": "N#C/C=C/C=C\\C=C(\\F)Cl", "homo_lumo_gap_ev": 8.68, "multiplicity": 1}

[4]
{"formula": "C13H14BrF6IN2O6S4Ti", "method": "wB97M-V/def2-TZVPD", "species": ["I", "Br", "Ti", "S", "S", "S", "S", "F", "F", "F", "F", "F", "F", "O", "O", "O", "O", "O", "O", "N", "N", "C", "C", "C", "C", "C", "C", "C", "C", "C", "C", "C", "C", "C", "H", "H", "H", "H", "H", "H", "H", "H", "H", "H", "H", "H", "H", "H"], "xyz": [[-0.4507, -2.5119, -3.2744], [-0.9761, -5.6933, -1.8304], [-0.3209, 1.8183, -0.2654], [-2.0125, 2.9199, 1.2794], [0.4353, 3.7657, -1.5554], [2.9017, 1.2340, 0.2115], [-0.9329, 1.4407, -2.7031], [-3.4364, 5.0989, 1.1261], [-1.8786, 5.1436, 2.6335], [3.9156, 0.4418, 2.5126], [-1.3698, 5.3705, 0.5429], [2.1058, 1.6180, 2.7154], [1.9896, -0.4544, 2.0898], [3.6662, 0.1499, -0.3905], [-2.9159, 2.4147, 2.2632], [-1.1622, -0.0170, 0.0878], [-0.1259, 3.4266, -4.1216], [1.3825, 1.0376, -0.1353], [-2.3326, 2.6041, -0.1442], [-0.5095, 2.5727, 1.4013], [-1.5262, -1.7688, 1.4690], [1.6477, -2.5248, -1.1364], [-0.1892, 2.9349, -2.9065], [0.3944, -4.5720, -1.1618], [2.7089, 0.6728, 1.9966], [0.5006, 4.7038, -4.3295], [0.6356, -3.3065, -1.6851], [-2.1414, -2.5987, 0.4421], [-2.1810, 4.7548, 1.3987], [2.1616, -4.2650, 0.4360], [1.1532, -5.0491, -0.1007], [-1.1107, -0.5503, 1.2239], [-1.4094, -2.3409, 2.8001], [2.4109, -3.0031, -0.0835], [1.8480, -1.5391, -1.5332], [0.9528, -6.0373, 0.2901], [-0.9545, -1.6187, 3.4737], [-1.6090, -3.5462, 0.3781], [3.1991, -2.3780, 0.3117], [-2.3966, -2.6096, 3.1763], [1.5412, 4.6671, -4.0121], [-3.1817, -2.7893, 0.7080], [-0.7866, -3.2349, 2.7591], [0.4326, 4.8812, -5.3973], [-2.0940, -2.0889, -0.5149], [2.7564, -4.6477, 1.2550], [-0.0313, 5.4765, -3.7774], [-0.7040, -0.0025, 2.0770]], "total_charge": 0, "e_above_lowest_kj_mol": 0.0, "e_homo_ev": -9.10, "homo_lumo_gap_ev": 8.44, "multiplicity": 1}

> What is the formula in the fourth record?

C13H14BrF6IN2O6S4Ti

> What is the formula in the second record?

C6H12N5S